Arrangement w

This record from the OMol25 dataset describes a structure of composition C6H17N3. The level of theory is ωB97M-V/def2-TZVPD.

Geometry as XYZ:
```
26
Properties=species:S:1:pos:R:3
C 0.3725 -0.7342 0.6045
C -0.6708 0.2527 0.1946
C 1.2113 -0.0880 -2.1213
C 0.9845 -0.6082 1.9750
C -2.1016 -0.1169 0.6386
C -0.3889 1.6919 0.6363
N 0.1303 -2.1190 0.3109
N -0.6228 0.2498 -1.5510
N 2.0958 0.8384 -1.6621
H -0.4514 -2.6149 0.9934
H -0.2351 -2.3258 -0.6102
H -1.0384 1.1061 -1.9118
H -1.1966 -0.5776 -1.6750
H 1.8921 1.8249 -1.7051
H 2.5609 0.5760 -0.8019
H 1.0131 -0.0288 -3.1847
H 1.3345 -1.0775 -1.7122
H 1.8534 -1.2685 2.0446
H 1.3458 0.3974 2.2017
H 0.2973 -0.9121 2.7939
H -0.5378 1.8081 1.7101
H -2.1759 -0.0992 1.7298
H -2.8461 0.5698 0.2236
H -2.3770 -1.1199 0.3059
H 0.6364 1.9876 0.4165
H -1.0855 2.3878 0.1558
```

Calculated values
- frontier orbital gap (eV) = 5.43
- HOMO level (eV) = -4.71


Arrangement x

This record from the OMol25 dataset describes a structure of composition C6H17N3. The level of theory is ωB97M-V/def2-TZVPD.

Geometry as XYZ:
```
26
Properties=species:S:1:pos:R:3
C -0.0907 0.4793 -0.6669
C 0.0875 -0.4137 0.4734
C 2.0297 0.4883 -0.5831
C -1.7411 -1.0467 0.7804
C 2.9511 -0.7024 -0.4115
C -2.9230 -0.1069 0.7061
N -0.5032 -0.0296 -1.8799
N -0.4788 1.7725 -0.4255
N 0.3358 0.1917 1.7603
H 0.4918 -1.3978 0.2595
H -1.0111 0.5936 -2.4891
H -0.8545 2.3144 -1.1885
H 0.1862 -0.5515 -2.4011
H -0.8947 1.9209 0.4851
H 1.1215 0.8325 1.8023
H 0.5308 -0.5312 2.4461
H 2.3056 1.3160 0.0765
H 2.1152 0.8782 -1.6031
H -1.6616 -1.4887 1.7795
H -1.8577 -1.8770 0.0779
H 2.6131 -1.5562 -1.0103
H 2.9982 -1.0277 0.6342
H 3.9872 -0.4848 -0.7054
H -2.7749 0.7690 1.3452
H -3.1100 0.2395 -0.3148
H -3.8525 -0.5816 1.0528
```

Calculated values
- frontier orbital gap (eV) = 7.51
- HOMO level (eV) = -6.54


Arrangement y

This record from the OMol25 dataset describes a cluster of 2 separate species, C6H17N3 in total. The level of theory is ωB97M-V/def2-TZVPD.

Geometry as XYZ:
```
26
Properties=species:S:1:pos:R:3
H 2.5425 0.2365 0.8563
N 1.7191 0.1232 0.2677
C 0.9159 -0.7908 0.6399
C 0.9398 -1.4043 2.0060
C -0.3343 -1.0378 -0.1925
C -0.7699 -2.5092 -0.1231
C -0.0778 -0.6682 -1.6646
N -1.3277 -0.1845 0.4544
H -0.0277 -1.2366 2.4764
H 1.7287 -0.9743 2.6227
H 1.1039 -2.4789 1.9304
H -1.0959 -2.7652 0.8812
H 0.0381 -3.1740 -0.4276
H -1.6095 -2.6648 -0.7986
H 0.2125 0.3742 -1.7514
H -0.9953 -0.8074 -2.2358
H 0.7138 -1.2863 -2.0834
H -2.2059 -0.2546 -0.0538
H -0.9931 0.9110 0.3557
C -0.2477 3.2489 -0.9225
N -0.0933 2.3558 0.2171
H -1.1451 3.8584 -0.8022
H -0.3784 2.6498 -1.8242
H 0.6029 3.9232 -1.0814
H 0.7995 1.6554 0.1828
H -0.0151 2.9005 1.0707
```

Calculated values
- frontier orbital gap (eV) = 9.45
- SMILES string = [H]/N=C(\C)C(C)(C)N.CN
- HOMO level (eV) = -8.44


Q: Which of them is the least stable? A: arrangement w.


Arrangement w

This record from the OMol25 dataset describes a cluster of 2 separate species, C11H19N3 in total. The level of theory is ωB97M-V/def2-TZVPD.

Geometry as XYZ:
```
33
Properties=species:S:1:pos:R:3
C -4.8458 -1.1807 0.5900
C -4.6260 0.0337 1.2984
C -3.9902 -1.5838 -0.4653
C -3.5568 0.7899 0.8774
C -3.0558 -0.7316 -0.9893
C -2.8142 0.4833 -0.1942
C -2.1099 1.3701 -0.8964
C 2.7975 2.5009 0.3863
C 3.4132 -2.7625 0.0762
C 1.6361 1.6056 0.6678
C 2.3689 -1.6594 0.3489
N -1.3993 2.0107 -1.5927
N 1.4915 0.4853 -0.3452
N 2.5762 -0.4425 -0.4904
H -5.5889 -1.8971 1.0098
H -5.2874 0.3399 2.0494
H -4.0935 -2.4771 -1.1541
H -3.2595 1.6666 1.4318
H -2.5256 -1.0137 -1.8918
H 3.7905 1.8529 0.3149
H 2.5869 3.0675 -0.6441
H 3.0267 3.2408 1.1361
H 3.6980 -2.7920 -0.9694
H 4.3721 -2.6825 0.5368
H 3.0589 -3.7615 0.4608
H 0.9640 2.4447 0.6211
H 1.6376 1.2978 1.7043
H 2.3007 -1.3175 1.4189
H 1.4786 -2.0187 -0.1530
H -1.3142 2.8703 -2.1015
H 1.1565 0.7803 -1.2352
H 3.4254 0.0552 -0.2970
H 2.6877 -0.5749 -1.5093
```

Calculated values
- frontier orbital gap (eV) = 8.92
- HOMO level (eV) = -16.60
- charge = +2


Arrangement x

This record from the OMol25 dataset describes the ion C11H19N3 with charge +2. The level of theory is ωB97M-V/def2-TZVPD.

Geometry as XYZ:
```
33
Properties=species:S:1:pos:R:3
C 2.0701 -2.3676 -0.0116
N 1.9015 -1.1044 0.6669
N 2.6180 -0.0329 0.0873
C 3.0120 0.9626 1.1914
C 1.7642 0.6221 -1.0755
N 0.4062 0.9744 -0.7060
C 0.0800 2.3732 -0.5298
C -0.5161 -0.0139 -0.7213
C -1.7706 -0.1402 -0.2328
C -2.4307 -1.3557 -0.5977
C -3.7300 -1.5015 -0.2124
C -4.4324 -0.4946 0.4132
C -3.8470 0.7360 0.7643
C -2.5250 0.9457 0.4045
H 1.4018 -2.3680 -0.8047
H 3.0577 -2.7534 -0.4281
H 2.0003 -3.1728 0.7065
H 2.0761 -1.1817 1.6343
H 3.6103 -0.1976 -0.4006
H 3.1747 1.9380 0.8685
H 2.2031 0.8933 1.9092
H 3.8253 0.6389 1.7613
H 1.8889 -0.1574 -1.8140
H 2.2730 1.4285 -1.5397
H -0.7764 2.4301 -1.1197
H 0.0633 2.8492 0.4398
H 0.6997 3.0185 -1.1330
H -0.1282 -0.8741 -1.1316
H -1.9208 -2.2338 -0.6798
H -4.2770 -2.3035 -0.4410
H -5.4330 -0.7111 0.6882
H -4.4519 1.4483 1.1288
H -1.8873 1.7052 0.9150
```

Calculated values
- frontier orbital gap (eV) = 8.25
- SMILES string = CN[N@H+](C)C/[N+](C)=C/c1ccccc1
- HOMO level (eV) = -16.52
- charge = +2


Q: Which of them is the least stable? A: arrangement x.


Arrangement w

This record from the OMol25 dataset describes a cluster of 4 separate species, C2H13NO3S in total. The level of theory is ωB97M-V/def2-TZVPD.

Geometry as XYZ:
```
20
Properties=species:S:1:pos:R:3
N -0.3507 -0.8880 1.2098
C -0.5797 0.0516 0.1190
C -1.1742 1.3712 0.6229
S -1.0446 2.7331 -0.5644
H 0.5868 -1.2548 1.2578
H -0.8660 -1.7358 1.0528
H 0.4052 0.3070 -0.2901
H -1.1772 -0.3273 -0.6998
H -0.7971 1.6737 1.6012
H -2.2314 1.2015 0.8759
H 0.2677 2.5336 -0.8225
O 0.1701 -1.9530 -2.1000
H 0.8031 -1.4193 -2.6172
H 0.1949 -2.7493 -2.6551
O 0.6340 -0.7918 4.2324
H 0.1052 -0.9927 3.4417
H -0.0484 -0.3548 4.7539
O 1.7190 0.4798 -3.0353
H 1.6214 1.2594 -2.4657
H 1.7617 0.8560 -3.9173
```

Calculated values
- frontier orbital gap (eV) = 9.48
- SMILES string = NCCS.O.O.O
- HOMO level (eV) = -9.14


Arrangement x

This record from the OMol25 dataset describes a cluster of 4 separate species, C2H13NO3S in total. The level of theory is ωB97M-V/def2-TZVPD.

Geometry as XYZ:
```
20
Properties=species:S:1:pos:R:3
N -1.8999 -1.0847 -2.5246
C -0.8794 -0.0426 -2.2503
C 0.6007 -0.4920 -2.4418
S 1.5392 -1.0864 -0.8716
H -1.9009 -1.4152 -3.4955
H -1.8051 -1.8469 -1.9436
H -1.3489 0.4441 -1.4333
H -1.1543 0.6848 -3.0719
H 0.8480 -1.1018 -3.2304
H 1.0353 0.4562 -2.8083
H 0.7505 -1.9354 -0.3517
O -1.9686 2.0036 3.0282
H -1.4100 2.5751 2.4112
H -2.6656 1.6597 2.3815
O 3.4425 0.6351 2.7631
H 2.8263 0.0652 2.6316
H 3.7036 0.9765 1.9585
O 0.4681 -0.1554 3.0023
H -0.1435 0.5721 3.0068
H -0.0379 -0.9120 3.2397
```

Calculated values
- frontier orbital gap (eV) = 9.58
- SMILES string = NCCS.O.O.O
- HOMO level (eV) = -9.27


Arrangement y

This record from the OMol25 dataset describes a cluster of 4 separate species, C2H13NO3S in total. The level of theory is ωB97M-V/def2-TZVPD.

Geometry as XYZ:
```
20
Properties=species:S:1:pos:R:3
N -0.3330 -1.8572 -0.5111
C -0.3782 -0.8541 0.5475
C -1.6041 -0.7782 1.4612
S -1.2508 0.2475 2.9094
H 0.4516 -2.1051 -0.9367
H -1.0163 -1.5457 -1.1977
H 0.5636 -0.9179 1.1030
H -0.3413 0.1949 0.0207
H -1.8564 -1.8302 1.7479
H -2.4647 -0.3653 0.8730
H -0.6392 1.2666 2.3521
O -2.5019 0.7639 -2.9047
H -3.1275 0.6064 -3.5755
H -1.9439 1.5355 -3.2644
O 2.3252 -3.1325 -0.3439
H 2.8760 -2.7433 0.3492
H 1.8188 -3.7583 0.1424
O 4.0496 4.7111 -2.7359
H 4.8232 4.2331 -2.4345
H 4.1113 5.5246 -2.3289
```

Calculated values
- frontier orbital gap (eV) = 9.40
- SMILES string = NCCS.O.O.O
- HOMO level (eV) = -8.68


Q: Which of them is the least stable? A: arrangement x.


Arrangement w

This record from the OMol25 dataset describes a cluster of 2 separate species, C2H10NO in total. The level of theory is ωB97M-V/def2-TZVPD.

Geometry as XYZ:
```
14
Properties=species:S:1:pos:R:3
N 1.5372 -1.4023 1.7108
H 1.9392 -2.1960 1.3601
H 1.0971 -1.1451 0.7462
H 2.1518 -0.6750 2.1008
H 0.8754 -1.3824 2.4851
C -0.4796 0.2196 -1.2566
O -0.2312 -0.5227 0.0210
C -1.1927 1.6157 -1.0814
H -1.0235 -0.3630 -1.9663
H 0.4960 0.3679 -1.7529
H -1.2135 -0.5811 0.5146
H -0.7947 1.9507 -0.0374
H -2.2718 1.6733 -1.0493
H -0.8899 2.4404 -1.7949
```

Calculated values
- frontier orbital gap (eV) = 11.14
- HOMO level (eV) = -15.03
- charge = +1


Arrangement x

This record from the OMol25 dataset describes a cluster of 2 separate species, C2H10NO in total. The level of theory is ωB97M-V/def2-TZVPD.

Geometry as XYZ:
```
14
Properties=species:S:1:pos:R:3
O 0.9900 1.5188 2.7145
C 0.9832 1.5112 4.1282
C 0.0453 0.5965 2.2090
H 1.7333 2.2435 4.4713
H 1.2500 0.5195 4.5306
H -0.0016 1.8012 4.5315
H 0.2720 -0.4343 2.5293
H -0.9797 0.8474 2.5302
H 0.0895 0.6404 1.1078
N 2.6014 3.1021 1.1764
H 3.5171 3.2278 1.6488
H 1.9908 2.4990 1.7601
H 2.7479 2.6542 0.2515
H 2.1500 4.0275 1.0450
```

Calculated values
- frontier orbital gap (eV) = 10.56
- HOMO level (eV) = -14.49
- charge = +1


Q: Which of them is the least stable? A: arrangement w.